1.
Molecular formula: C11H10BrNS
Method: DFT, ωB97M-V/def2-TZVPD

Structure (XYZ):
```
24
Properties=species:S:1:pos:R:3:forces:R:3
C -0.499 -2.878 -1.524 0.35 0.93 1.14
C -0.538 -1.482 -1.311 1.08 2.18 1.39
C -0.917 -3.649 -0.494 -1.69 3.19 0.42
C -1.061 -1.123 -0.070 -1.20 -0.92 -0.65
C 1.390 0.288 1.380 1.07 -1.47 1.34
C 0.738 -0.366 2.432 2.45 0.83 -2.91
C 0.874 1.143 0.369 0.20 0.69 -0.09
C -0.596 -0.084 2.661 -1.87 1.57 0.01
C -0.387 1.369 -0.050 -1.30 -1.76 1.54
C -1.432 0.252 0.519 1.16 0.83 -3.34
C -0.768 2.659 -0.694 -0.87 -2.05 -1.48
N -1.500 0.438 1.870 0.73 -1.13 2.02
S -1.694 -2.572 0.667 0.91 -0.25 0.22
Br -3.333 0.670 -0.159 0.68 -0.17 -0.02
H -0.027 -3.215 -2.366 0.95 -1.20 -2.06
H 0.059 -0.709 -1.879 -1.06 -1.15 0.26
H -1.190 -4.646 -0.475 -0.03 -1.88 0.10
H 2.519 0.269 1.451 -1.37 -0.09 -0.26
H 1.390 -0.831 3.156 -0.33 -0.12 0.26
H 1.617 1.819 -0.042 0.07 0.09 0.03
H -0.802 0.016 3.705 -0.63 -0.14 0.75
H -0.750 2.623 -1.805 -0.09 -0.04 0.68
H -0.143 3.382 -0.337 1.98 2.02 0.57
H -1.731 2.957 -0.368 -1.19 0.05 0.07
```
Forces are in eV/Å.

Results
**LUMO level**: -0.2947 eV
**Energy relative to the best compared isomer or geometry (same formula, charge and spin)**: 0.448 eV
**Structure (SMILES)**: CC1=CC=CC=N[C@]1(Br)c1cccs1
**Kohn-Sham gap**: 0.312 hartree
**E**: -3452.01477 Eh
**E_HOMO**: -8.781 eV

2.
Molecular formula: C32H44F2N5O2RuSi2Te
Method: DFT, ωB97M-V/def2-TZVPD

Structure (XYZ):
```
89
Properties=species:S:1:pos:R:3:forces:R:3
Ru -0.204 0.250 -1.993 0.08 0.30 -0.24
C 3.397 -1.594 -3.380 -0.01 0.05 -0.01
C 2.446 -0.854 -2.475 0.10 -0.03 -0.09
O 1.281 -0.646 -2.999 -0.06 -0.11 0.13
C 2.874 -0.520 -1.206 0.07 -0.01 0.03
C 2.166 0.136 -0.168 -0.09 0.02 0.03
C 2.831 0.327 1.160 0.03 0.01 -0.01
N 0.951 0.591 -0.357 0.02 -0.11 -0.22
N 0.311 1.232 0.690 0.01 0.07 0.38
C -0.948 1.393 0.431 0.16 -0.04 -0.16
O -1.528 1.003 -0.682 -0.13 -0.11 -0.03
C -1.802 2.039 1.449 -0.06 0.06 0.05
C -1.237 2.808 2.465 -0.02 0.01 0.04
C -2.047 3.386 3.427 0.00 -0.02 -0.02
C -3.423 3.192 3.387 -0.01 0.00 -0.01
C -3.986 2.426 2.376 -0.03 0.01 0.01
C -3.180 1.855 1.402 0.03 -0.01 -0.02
H 3.065 -1.496 -4.411 0.02 0.00 -0.01
H 3.395 -2.653 -3.115 -0.04 -0.01 -0.02
H 4.416 -1.225 -3.280 -0.01 0.00 0.02
H 3.891 -0.800 -0.968 0.00 -0.02 0.00
H 3.714 -0.304 1.237 0.00 -0.01 0.00
H 2.134 0.105 1.965 0.02 -0.01 0.01
H 3.134 1.370 1.264 -0.04 -0.01 0.01
H -0.163 2.936 2.491 0.02 0.00 -0.02
H -1.607 3.986 4.214 0.00 0.00 0.00
H -4.055 3.639 4.144 0.00 0.00 0.00
H -5.057 2.272 2.344 0.00 0.00 0.01
H -3.602 1.254 0.607 0.00 0.00 0.00
C -0.187 -0.427 3.865 0.02 -0.13 -0.02
Si -0.299 -2.296 3.735 0.00 0.06 0.05
C 1.257 -2.955 2.910 -0.07 0.03 0.06
C -0.469 -3.058 5.448 0.02 0.03 -0.12
C -1.844 -2.714 2.743 0.10 -0.03 0.00
Te -1.739 -2.087 0.685 -0.12 0.16 0.05
C -2.005 -3.994 -0.261 0.02 -0.13 0.02
Si -0.468 -4.890 -0.897 -0.05 -0.03 0.01
C 0.865 -3.702 -1.494 -0.02 -0.03 0.02
C -1.012 -5.986 -2.328 0.07 0.05 0.10
C 0.205 -5.955 0.498 -0.02 0.11 -0.06
H 0.648 -0.128 4.505 0.00 -0.01 0.00
H -1.099 0.006 4.284 -0.01 -0.01 0.01
H -0.028 0.025 2.883 -0.01 0.02 -0.01
H 2.137 -2.486 3.358 0.02 -0.02 0.02
H 1.266 -2.727 1.842 -0.01 0.00 -0.01
H 1.359 -4.035 3.036 -0.01 0.01 0.00
H 0.388 -2.808 6.078 0.01 0.01 0.00
H -0.529 -4.147 5.386 0.00 0.00 0.00
H -1.369 -2.702 5.953 -0.01 0.02 0.00
H -2.707 -2.200 3.171 -0.01 -0.02 -0.01
H -2.080 -3.779 2.740 0.09 -0.04 -0.03
H -2.735 -3.828 -1.055 0.04 0.05 -0.03
H -2.509 -4.622 0.480 -0.02 0.00 -0.01
H 0.913 -3.665 -2.584 -0.02 0.01 0.00
H 1.844 -4.018 -1.124 0.01 -0.02 -0.03
H 0.702 -2.685 -1.128 -0.01 -0.05 0.02
H -1.402 -5.381 -3.150 0.00 0.01 0.00
H -1.799 -6.679 -2.023 0.00 -0.01 0.01
H -0.178 -6.574 -2.716 0.01 -0.01 0.00
H 0.488 -5.342 1.357 -0.01 0.00 -0.02
H 1.094 -6.502 0.177 0.00 -0.01 -0.01
H -0.536 -6.684 0.834 -0.02 -0.01 -0.01
C -1.197 3.688 -4.662 0.02 -0.03 -0.01
C -0.550 2.538 -4.180 0.08 -0.02 -0.06
N 0.000 2.436 -2.995 -0.20 -0.24 0.08
C -0.096 3.548 -2.097 -0.07 0.04 -0.06
C -0.705 4.824 -2.612 -0.01 -0.08 -0.11
C -1.278 4.834 -3.855 0.02 0.05 0.08
C -0.698 5.901 -1.668 0.04 0.06 0.11
C 0.189 5.871 -0.623 -0.06 0.04 -0.05
C 1.190 4.890 -0.510 0.05 -0.06 -0.04
C 2.274 4.923 0.385 0.04 -0.04 0.00
C 3.296 4.036 0.235 -0.06 0.08 0.04
N 3.315 3.089 -0.762 0.01 -0.05 -0.07
C 2.268 3.012 -1.514 0.07 -0.01 -0.06
N 1.198 3.844 -1.443 -0.03 0.09 0.16
H -1.627 3.667 -5.653 -0.01 0.00 0.00
H -0.510 1.651 -4.801 0.00 -0.01 0.01
H -0.757 3.232 -1.272 0.00 -0.05 0.01
H -1.767 5.729 -4.216 0.00 0.01 0.00
H -1.372 6.734 -1.809 0.02 0.02 0.01
H 0.203 6.665 0.112 -0.02 0.01 0.00
H 2.297 5.680 1.157 0.00 0.01 0.00
H 4.157 4.049 0.889 -0.01 0.00 0.01
H 2.209 2.245 -2.276 0.03 0.01 0.00
F -1.503 -0.499 -4.350 -0.02 -0.02 0.00
C -1.590 -0.914 -3.019 0.10 0.10 0.08
F -2.903 -0.764 -2.664 -0.02 0.00 0.01
H -1.380 -1.991 -3.026 0.01 -0.01 0.02
```
Forces are in eV/Å.

Results
**LUMO level (spin up / spin down)**: 0.3196 / -2.1239 eV
**Energy relative to the best compared isomer or geometry (same formula, charge and spin)**: 0.359 eV
**Kohn-Sham gap (spin up / spin down)**: 0.232 / 0.189 hartree
**E**: -2811.58981 Eh
**2S+1**: 6
**E_HOMO (spin up / spin down)**: -5.989 / -7.266 eV

3.
Molecular formula: C18H45NO4PS
Method: DFT, ωB97M-V/def2-TZVPD

Structure (XYZ):
```
70
Properties=species:S:1:pos:R:3:forces:R:3
C 0.171 -4.277 0.265 -0.50 1.12 0.75
O 1.629 -4.468 0.243 -0.99 0.15 -1.30
C 2.253 -3.893 -0.959 -0.58 1.57 -1.22
C 2.401 -2.229 -0.885 -0.58 -1.64 0.01
C 2.525 -1.721 -2.438 1.27 0.58 0.25
C 2.625 -0.074 -2.607 -0.43 -0.01 -1.53
C 1.203 0.700 -2.253 -0.14 -0.94 0.17
N 0.825 0.661 -0.789 1.63 3.19 0.41
P 1.705 1.875 0.175 -1.98 -3.73 -1.46
S 3.542 1.324 0.657 0.56 0.57 0.16
H -0.322 -5.005 1.043 1.26 1.21 -1.52
H -0.365 -4.406 -0.767 1.25 0.08 1.67
H -0.077 -3.174 0.645 0.54 -2.27 -0.89
H 3.307 -4.357 -1.220 -2.25 0.53 0.96
H 1.506 -4.092 -1.863 1.63 0.18 1.63
H 1.443 -1.862 -0.315 1.93 -0.26 -1.44
H 3.327 -1.972 -0.216 -1.73 -0.23 -1.51
H 3.563 -2.138 -2.851 -2.08 0.72 0.84
H 1.705 -2.197 -3.163 1.45 1.19 1.79
H 3.564 0.397 -2.080 -2.05 -1.14 -0.67
H 2.793 0.105 -3.775 -0.28 -0.38 2.18
H 0.361 0.078 -2.827 1.68 1.26 1.04
H 1.181 1.773 -2.739 0.31 -1.74 0.75
H 1.003 1.978 1.462 0.17 0.23 -1.35
H 1.653 3.172 -0.451 -0.06 -0.27 0.35
C 2.341 2.078 6.073 0.14 -0.15 0.04
C 1.277 2.744 5.218 -0.07 -0.20 -0.21
O 0.635 1.849 4.309 -0.01 0.15 0.12
C -0.055 0.745 4.888 0.03 0.07 -0.14
C -1.174 1.154 5.829 -0.11 0.13 0.13
H 3.102 1.609 5.440 -0.12 0.12 0.04
H 2.827 2.816 6.719 -0.06 -0.06 -0.09
H 1.922 1.298 6.712 -0.02 0.07 0.05
H 1.749 3.521 4.609 -0.16 -0.23 -0.12
H 0.529 3.251 5.839 0.00 -0.05 0.10
H 0.655 0.075 5.385 -0.01 0.02 0.09
H -0.484 0.174 4.058 0.18 0.23 0.00
H -0.801 1.718 6.687 0.00 -0.07 0.02
H -1.695 0.270 6.211 0.06 0.07 -0.12
H -1.898 1.792 5.309 0.08 -0.13 0.03
C -2.527 -1.797 1.497 -0.05 0.15 -0.03
C -2.328 -2.519 2.818 0.01 0.08 -0.13
O -2.841 -1.803 3.940 -0.09 0.04 0.21
C -4.238 -1.523 3.929 0.21 -0.03 -0.03
C -5.106 -2.768 3.878 -0.01 -0.22 -0.03
H -2.061 -0.806 1.528 0.03 -0.18 -0.07
H -2.079 -2.370 0.678 -0.07 0.15 0.15
H -3.584 -1.654 1.265 -0.01 -0.09 -0.04
H -1.254 -2.646 2.992 -0.18 0.12 0.18
H -2.755 -3.528 2.787 -0.06 0.00 -0.03
H -4.479 -0.839 3.108 -0.04 -0.07 -0.06
H -4.456 -0.980 4.854 0.26 -0.06 -0.07
H -4.940 -3.345 2.965 -0.07 0.09 0.02
H -6.166 -2.496 3.913 0.12 0.00 0.02
H -4.883 -3.425 4.726 -0.05 0.12 -0.09
C -1.620 3.409 -6.319 -0.13 -0.05 -0.12
C -0.321 3.242 -5.550 0.08 -0.21 0.03
O 0.289 1.965 -5.736 -0.03 0.04 -0.11
C 0.653 1.625 -7.071 -0.01 0.07 0.25
C 1.652 2.586 -7.691 0.12 0.19 0.02
H -2.336 2.631 -6.037 0.10 0.12 0.02
H -2.064 4.388 -6.108 0.06 -0.13 0.01
H -1.468 3.337 -7.398 0.00 0.09 0.00
H -0.531 3.335 -4.480 0.18 -0.25 -0.13
H 0.390 4.039 -5.795 -0.05 0.02 -0.08
H -0.242 1.529 -7.694 -0.02 0.08 -0.09
H 1.105 0.628 -7.028 -0.13 0.14 0.25
H 1.249 3.598 -7.772 -0.01 -0.07 -0.07
H 1.928 2.254 -8.698 -0.03 0.00 0.11
H 2.559 2.643 -7.079 -0.14 -0.06 -0.09
```
Forces are in eV/Å.

Results
**LUMO level**: 2.6847 eV
**Charge**: -1
**Kohn-Sham gap**: 0.211 hartree
**E**: -1807.91611 Eh
**E_HOMO**: -3.062 eV

4.
Molecular formula: C4H8O2
Method: DFT, ωB97M-V/def2-TZVPD

Structure (XYZ):
```
14
Properties=species:S:1:pos:R:3:forces:R:3
C 1.523 -0.442 -1.103 0.12 0.23 0.10
O 0.699 0.363 -0.261 0.01 -0.56 -0.16
C -0.560 -0.236 0.098 -0.22 0.14 0.12
C -0.723 -0.184 1.618 0.25 0.05 -0.10
C -1.730 0.641 -0.403 0.42 0.08 -0.11
O -1.229 1.757 -0.833 -0.08 -0.20 -0.16
H 0.988 -0.770 -2.010 0.15 0.07 0.30
H 1.870 -1.307 -0.522 0.01 0.07 -0.31
H 2.383 0.183 -1.392 -0.34 -0.33 0.11
H -0.675 -1.266 -0.289 0.22 0.49 0.05
H -0.370 0.803 1.944 -0.15 -0.23 0.07
H -0.160 -0.960 2.151 -0.12 0.17 -0.24
H -1.786 -0.266 1.827 -0.04 -0.09 0.30
H -0.229 1.684 -0.824 -0.25 0.10 0.03
```
Forces are in eV/Å.

Results
**LUMO level**: 0.8359 eV
**Energy relative to the best compared isomer or geometry (same formula, charge and spin)**: 3.677 eV
**Kohn-Sham gap**: 0.343 hartree
**E**: -307.57731 Eh
**E_HOMO**: -8.511 eV

5.
Molecular formula: C10H29BMnO5
Method: DFT, ωB97M-V/def2-TZVPD

Structure (XYZ):
```
46
Properties=species:S:1:pos:R:3:forces:R:3
Mn 0.193 0.219 -0.568 -2.41 1.31 -0.07
C -3.071 1.903 -0.719 -1.53 0.31 1.25
C -1.824 2.795 -0.754 1.05 -1.76 -0.01
O -0.733 2.118 -0.225 0.65 -0.59 0.06
H -3.896 2.144 -1.389 -0.02 0.64 -0.14
H -3.414 2.064 0.303 -0.67 0.18 0.20
H -3.127 0.815 -0.704 1.50 -0.08 -0.64
H -1.985 3.660 -0.112 -0.51 0.44 -0.10
H -1.646 3.156 -1.767 0.12 0.14 -0.47
B 0.494 -0.018 -2.749 0.27 0.03 -0.94
H 1.361 -0.328 -2.187 3.43 -1.01 1.83
H 0.180 0.973 -2.460 -1.13 4.05 1.00
H 0.795 0.031 -3.784 0.68 -0.11 -3.87
H -0.304 -0.691 -2.479 -3.21 -2.89 0.55
C 2.473 2.031 -0.880 0.26 0.42 0.65
O 2.025 0.895 -0.157 2.02 -0.78 0.31
C 3.026 -0.083 0.114 1.63 -0.11 0.11
C 2.444 -1.392 0.483 -2.38 -0.05 1.71
O 1.239 -1.629 -0.269 1.06 -3.32 -0.20
C 0.925 -3.070 -0.106 -0.11 0.34 -0.17
H 3.380 1.775 -1.427 -0.16 0.11 -0.24
H 2.695 2.762 -0.102 0.21 0.46 -0.27
H 1.660 2.393 -1.508 0.15 -0.16 0.01
H 3.663 0.191 0.954 -0.18 0.52 0.48
H 3.799 -0.267 -0.632 -0.57 0.67 -1.15
H 2.033 -1.287 1.487 0.30 -0.04 0.52
H 3.113 -2.248 0.572 0.27 0.19 -0.79
H 0.852 -3.310 0.954 -0.12 0.08 0.19
H 1.646 -3.765 -0.537 0.88 0.57 -0.06
H 0.032 -3.419 -0.624 -0.47 0.96 0.10
C 0.623 1.387 2.525 -1.57 -2.35 1.03
O 0.157 0.102 1.898 2.66 0.97 -2.08
C -1.053 -0.485 2.311 0.41 2.10 1.35
C -1.626 -1.529 1.366 0.64 1.50 0.76
O -1.381 -1.075 0.020 -2.40 -1.77 0.30
C -2.423 -1.646 -0.804 0.46 -0.95 -1.17
H 1.505 1.896 2.137 -0.48 -0.55 -1.16
H 0.963 1.031 3.498 -0.30 0.39 0.52
H -0.265 2.017 2.583 0.31 0.31 0.00
H -1.684 0.396 2.433 -0.93 -0.27 -0.01
H -0.818 -0.864 3.305 -0.66 -0.64 0.21
H -2.699 -1.544 1.554 -0.10 -0.11 -0.03
H -1.220 -2.495 1.669 0.23 -0.35 -0.87
H -2.454 -2.735 -0.763 0.38 -0.27 0.73
H -2.199 -1.522 -1.863 0.16 0.81 0.17
H -3.453 -1.353 -0.600 0.21 0.70 0.42
```
Forces are in eV/Å.

Results
**LUMO level (spin up / spin down)**: 2.8239 / 2.8022 eV
**Charge**: -1
**Energy relative to the best compared isomer or geometry (same formula, charge and spin)**: 0.668 eV
**Kohn-Sham gap (spin up / spin down)**: 0.083 / 0.284 hartree
**E**: -1950.19163 Eh
**2S+1**: 7
**E_HOMO (spin up / spin down)**: 0.564 / -4.930 eV

Look up the E of the third one. -1807.91611 Eh